Computed, not measured: 2 unconnected molecules or ions with the total composition C5H6O3 at a distorted geometry, with wB97M-V/def2-TZVPD.

structure (SMILES)	C=C1CO1.O=C1CO1
ΔE to the lowest compared entry with this formula, charge and spin	437.86	kJ/mol
charge	0
multiplicity	1

The geometry in XYZ format:
```
14
Properties=species:S:1:pos:R:3:forces:R:3:lowdin_charge:R:1
C -0.065 -1.581 -1.123 -2.5 -2.1 0.2 -0.06
C 0.660 -1.942 1.439 0.9 -1.7 -1.4 0.06
C 0.059 2.606 0.192 -3.3 0.4 -0.7 0.06
C 0.342 -1.454 0.257 -0.5 -1.3 -0.2 -0.33
C -0.991 1.852 -0.492 1.0 0.8 -0.5 -0.55
O 0.255 -0.376 -0.511 0.5 2.7 0.7 0.02
O -1.615 1.590 -1.457 -0.7 -0.4 -0.3 0.15
O -0.894 1.629 0.780 -0.7 -1.6 1.2 0.09
H 0.651 -1.925 -1.784 1.4 -0.6 -1.4 0.09
H -1.120 -1.805 -1.451 1.0 0.7 0.6 0.14
H 0.823 -3.057 1.430 -0.6 1.3 0.4 0.08
H 1.255 -1.372 2.096 0.1 0.7 1.1 0.04
H 1.045 2.329 0.110 2.1 -0.3 0.2 0.09
H -0.405 3.506 0.515 1.2 1.4 0.1 0.11
```
Positions in Å, forces in eV/Å.

=====

Computed, not measured: a molecular structure, C5H6O3Rb at a distorted geometry, with wB97M-V/def2-TZVPD.

⟨S²⟩	0.75
ΔE to the lowest compared entry with this formula, charge and spin	328.58	kJ/mol
charge	0
multiplicity	2

The geometry in XYZ format:
```
15
Properties=species:S:1:pos:R:3:forces:R:3:lowdin_charge:R:1
O 1.419 4.619 -4.015 0.3 0.0 0.0 0.24
C 0.873 3.870 -3.331 -0.5 0.1 -0.1 -0.40
O 0.260 3.145 -2.660 0.2 -0.2 0.2 0.16
C 2.441 -3.773 4.705 -0.7 -0.5 -0.7 -0.03
C 1.318 -3.999 3.978 2.4 0.4 1.7 -0.22
C 1.082 -3.503 2.639 -0.4 3.0 -4.0 -0.29
C -0.238 -2.867 2.331 -2.8 -0.2 0.9 -0.47
O -0.630 -1.586 2.448 1.3 -1.4 -0.5 -0.31
H 3.168 -3.014 4.403 -0.2 -0.4 -0.1 0.05
H 2.725 -4.430 5.529 -0.3 0.5 0.2 0.03
H 0.583 -4.715 4.369 0.0 0.1 -0.2 0.10
H 1.112 -2.491 1.721 1.8 -0.7 2.1 0.18
H -1.050 -3.596 2.543 -0.5 0.2 -0.5 0.07
Rb -1.101 1.241 0.163 0.2 -0.6 0.4 0.82
H 1.519 -4.137 1.845 -0.7 -0.4 0.5 0.08
```
Positions in Å, forces in eV/Å.

=====

Computed, not measured: a molecular structure, C5H6O4S2 at a distorted geometry, with wB97M-V/def2-TZVPD.

ΔE to the lowest compared entry with this formula, charge and spin	16.61	kJ/mol
charge	0
multiplicity	1

The geometry in XYZ format:
```
17
Properties=species:S:1:pos:R:3:forces:R:3:lowdin_charge:R:1
C -2.180 0.181 -0.240 -0.7 1.8 0.5 -0.16
C 0.687 -0.491 0.708 -0.2 1.8 0.4 -0.47
C 0.271 -2.943 0.619 -0.8 0.9 -2.0 0.13
C 0.752 -1.772 0.092 -0.8 -3.3 3.1 -0.12
C 0.087 2.272 -0.118 -0.4 -4.0 2.7 -0.26
O 0.658 -0.091 1.830 -0.2 -0.2 0.0 0.14
O -2.486 2.775 0.216 0.1 0.7 -0.1 -0.42
O 2.307 0.898 -0.801 1.6 0.4 0.1 -0.27
O 0.132 0.431 -1.864 0.6 -0.4 -0.2 -0.34
S -1.654 1.673 -0.226 -1.8 -0.3 1.2 0.82
S 0.902 0.769 -0.693 -0.8 0.4 -0.7 0.63
H -1.362 -0.410 -0.487 1.0 -1.5 -0.6 -0.09
H 0.261 -3.831 -0.028 0.9 0.2 0.4 0.08
H -0.443 -3.089 1.419 0.1 0.8 0.3 0.08
H 1.561 -1.812 -0.546 1.0 -0.3 -2.4 0.09
H 0.122 2.999 -0.818 0.7 2.5 -2.0 0.05
H 0.384 2.443 0.936 -0.4 0.4 -0.7 0.11
```
Positions in Å, forces in eV/Å.

=====

Computed, not measured: a molecular structure, C5H6O4Sn at a distorted geometry, with wB97M-V/def2-TZVPD.

⟨S²⟩	0.75
charge	-1
multiplicity	2

The geometry in XYZ format:
```
16
Properties=species:S:1:pos:R:3:forces:R:3:lowdin_charge:R:1
O 1.372 -0.453 1.620 3.3 -1.6 4.7 -0.28
O 1.293 -0.883 -0.541 1.3 -0.7 -3.4 -0.02
C 1.092 -0.327 -1.792 0.0 -0.6 1.7 -0.21
C 1.638 -0.875 -2.867 0.0 -0.3 -0.7 -0.02
C 0.870 -0.221 0.528 -4.3 3.3 -3.6 -0.51
H 0.433 0.545 -1.812 0.0 -0.3 0.1 0.12
H 0.314 0.718 0.352 0.5 -0.5 -0.3 0.10
H 1.278 -0.576 -3.850 0.4 0.1 0.2 0.03
H 2.351 -1.696 -2.795 -0.3 0.1 0.0 0.05
Sn 0.359 0.273 3.213 3.6 -0.5 3.9 1.12
O -1.377 -0.458 2.649 -1.2 -1.0 0.0 -0.28
O -0.679 1.581 2.174 -0.8 1.9 -0.2 -0.30
C -1.524 0.607 1.887 -2.6 -0.4 -4.1 -0.82
C -2.272 0.588 0.716 0.0 0.4 1.2 -0.03
H -2.519 1.529 0.223 0.4 -0.3 0.0 0.02
H -2.629 -0.353 0.294 -0.2 0.3 0.5 0.03
```
Positions in Å, forces in eV/Å.

=====

Computed, not measured: a single C5H6OS2 molecule at a distorted geometry, with wB97M-V/def2-TZVPD.

structure (SMILES)	C=[S@@H](=O)c1cccs1
ΔE to the lowest compared entry with this formula, charge and spin	540.82	kJ/mol
charge	0
multiplicity	1

The geometry in XYZ format:
```
14
Properties=species:S:1:pos:R:3:forces:R:3:lowdin_charge:R:1
C -2.415 0.529 -0.300 0.0 2.0 1.2 -0.18
C -1.365 -0.357 -0.653 0.1 0.7 -1.0 -0.13
C -1.989 1.550 0.530 0.1 0.3 0.5 -0.39
C -0.183 0.096 -0.081 0.8 -2.8 0.0 -0.73
C 2.874 -1.098 0.993 -2.2 1.2 -0.3 -0.23
O 1.733 -1.220 -1.458 -0.3 -0.4 -0.7 -0.47
S -0.305 1.426 0.878 -1.3 1.5 1.0 1.02
S 1.582 -0.486 -0.213 1.3 0.4 -1.5 0.77
H -3.456 0.668 -0.596 0.3 -1.0 -0.4 0.11
H -1.501 -0.993 -1.536 0.5 -0.3 0.9 0.13
H -2.555 2.388 0.981 0.3 -0.8 -0.5 0.08
H 3.482 -1.737 0.324 -0.8 0.2 0.1 -0.02
H 2.325 -1.617 1.796 0.3 0.3 -0.3 -0.03
H 1.773 0.850 -0.665 0.8 -1.0 1.1 0.06
```
Positions in Å, forces in eV/Å.

=====

Computed, not measured: a single C5H6OS2 molecule at a distorted geometry, with wB97M-V/def2-TZVPD.

structure (SMILES)	C=C1CCSC(=S)O1
ΔE to the lowest compared entry with this formula, charge and spin	101.01	kJ/mol
charge	0
multiplicity	1

The geometry in XYZ format:
```
14
Properties=species:S:1:pos:R:3:forces:R:3:lowdin_charge:R:1
C 2.232 -1.755 -0.381 -0.4 -0.3 0.4 0.10
C 1.416 -0.821 0.120 -0.1 -1.9 -0.6 -0.32
C 1.857 0.462 0.707 -0.5 0.3 1.5 -0.21
C 1.295 1.490 -0.216 0.5 1.9 -0.4 -0.48
C -0.941 -0.183 0.011 -0.6 -0.1 -0.2 -1.24
H 1.840 -2.670 -0.869 0.3 0.8 0.4 0.09
H 3.318 -1.679 -0.205 -0.7 0.1 -0.3 0.08
H 1.450 0.621 1.744 0.3 -0.2 -0.9 0.15
H 2.945 0.551 0.781 -0.2 -0.4 -0.2 0.13
H 1.599 2.561 0.030 -0.5 -1.4 -0.2 0.11
H 1.589 1.282 -1.238 0.4 0.1 -0.1 0.08
O -0.005 -1.103 0.000 2.6 -0.6 0.4 -0.10
S -0.484 1.455 -0.214 -1.2 1.3 0.2 0.96
S -2.506 -0.643 0.109 0.2 0.4 0.0 0.66
```
Positions in Å, forces in eV/Å.

=====

Computed, not measured: a single C5H6OS2 molecule at a distorted geometry, with wB97M-V/def2-TZVPD.

structure (SMILES)	C=CC(=S)C(=O)SC
ΔE to the lowest compared entry with this formula, charge and spin	93.53	kJ/mol
charge	0
multiplicity	1

The geometry in XYZ format:
```
14
Properties=species:S:1:pos:R:3:forces:R:3:lowdin_charge:R:1
C 3.170 0.114 0.093 -0.2 0.9 -1.3 -0.35
C 0.504 0.037 -0.106 -0.5 -0.2 -0.4 -0.79
C -0.940 0.566 -0.075 -0.2 -0.4 0.1 -0.74
C -1.948 -0.517 -0.040 0.3 0.2 0.3 -0.19
C -3.260 -0.294 0.108 0.6 0.0 -0.6 0.03
H 3.061 -0.533 0.929 -0.1 -0.5 0.7 0.03
H 4.027 0.774 0.194 0.1 -0.1 0.2 0.03
H 3.286 -0.457 -0.834 -0.1 0.1 0.3 0.05
H -1.499 -1.521 -0.096 -0.5 0.5 -0.1 0.11
H -3.688 0.711 0.167 0.2 -0.4 0.1 0.05
H -3.921 -1.138 0.030 -0.3 -0.1 0.3 0.06
O 0.728 -1.144 -0.231 0.0 0.0 0.2 0.01
S 1.738 1.254 -0.042 0.8 -0.1 0.3 0.90
S -1.258 2.149 -0.099 0.1 0.0 0.0 0.79
```
Positions in Å, forces in eV/Å.

=====

Computed, not measured: a single C5H6OS2 molecule at a distorted geometry, with wB97M-V/def2-TZVPD.

structure (SMILES)	C=C[C@H](S)C(=S)C=O
ΔE to the lowest compared entry with this formula, charge and spin	664.22	kJ/mol
charge	0
multiplicity	1

The geometry in XYZ format:
```
14
Properties=species:S:1:pos:R:3:forces:R:3:lowdin_charge:R:1
C -0.054 0.013 -1.157 0.3 0.9 0.3 -0.63
C -0.659 1.313 -0.684 -0.9 1.7 7.7 -0.15
C -0.525 1.582 0.849 1.9 -3.7 -5.7 0.06
C 1.245 -0.402 -0.235 -1.4 -1.5 -3.5 -0.75
C 0.910 -1.310 0.914 -4.1 -2.5 2.9 -0.19
H -1.865 -1.556 0.095 0.6 0.8 -1.7 -0.08
H 0.155 0.309 -2.241 0.4 -1.6 1.3 0.11
H -1.394 1.972 -1.331 1.7 -1.7 1.5 0.13
H 0.166 0.993 1.618 -1.1 0.6 -2.5 0.08
H -1.011 2.203 1.501 -1.7 2.4 0.4 -0.02
H 1.952 -1.274 1.670 -3.3 -0.9 -1.6 0.17
O -0.322 -1.967 1.082 9.7 4.0 0.5 -0.21
S -1.378 -1.383 -1.212 -0.2 0.9 -0.8 0.71
S 2.781 -0.493 -0.869 -2.0 0.4 1.3 0.78
```
Positions in Å, forces in eV/Å.

=====

Computed, not measured: a single C5H6OS2 molecule at a distorted geometry, with wB97M-V/def2-TZVPD.

structure (SMILES)	O=CC/C=C\SC=S
ΔE to the lowest compared entry with this formula, charge and spin	161.43	kJ/mol
charge	0
multiplicity	1

The geometry in XYZ format:
```
14
Properties=species:S:1:pos:R:3:forces:R:3:lowdin_charge:R:1
C 2.308 -0.425 -0.125 0.9 1.6 -0.9 -0.28
C 1.471 0.608 0.662 1.0 -1.5 0.6 -0.19
C 0.389 1.133 -0.192 -1.4 0.3 -1.4 -0.18
C -0.760 0.481 -0.461 0.7 -0.2 0.5 -0.42
C -2.823 -1.206 -0.026 0.0 0.5 1.5 -1.03
H 3.150 0.053 -0.790 -1.1 -0.8 0.8 0.15
H 1.065 -0.003 1.483 -0.1 0.4 -0.1 0.11
H 2.179 1.326 1.088 -0.4 0.3 -0.2 0.11
H 0.501 2.044 -0.813 0.2 -0.3 0.9 0.12
H -1.569 0.933 -1.026 0.3 -0.1 -0.1 0.03
H -3.103 -2.248 0.187 -0.5 0.4 -0.5 0.01
O 2.093 -1.597 -0.110 0.1 -0.3 0.0 0.04
S -1.104 -1.203 0.018 0.4 0.8 -0.5 0.90
S -3.799 0.103 0.105 0.1 -1.0 -0.5 0.61
```
Positions in Å, forces in eV/Å.

=====

Computed, not measured: a single C5H6OSi molecule at a distorted geometry, with wB97M-V/def2-TZVPD.

ΔE to the lowest compared entry with this formula, charge and spin	171.34	kJ/mol
charge	0
multiplicity	1

The geometry in XYZ format:
```
13
Properties=species:S:1:pos:R:3:forces:R:3:lowdin_charge:R:1
C 2.176 -1.714 1.081 -0.5 -0.2 0.4 -0.29
C 0.403 -0.450 -0.628 0.5 0.1 -1.3 -0.07
C 0.116 0.093 0.858 -2.4 0.7 2.1 -0.09
C 1.220 -0.783 0.566 -1.9 2.4 -1.6 -0.12
C -0.278 0.813 -0.391 3.4 -3.1 1.1 -0.30
O 2.789 -2.571 0.444 -0.6 1.1 1.0 0.00
Si -1.723 1.721 -1.065 -0.1 -0.3 2.0 0.65
H 2.261 -1.478 2.200 0.6 -0.8 -1.0 0.13
H 0.140 -1.260 -1.322 -0.4 0.3 0.2 0.15
H -0.786 0.015 1.628 2.1 -0.3 -1.3 0.17
H -2.578 1.625 0.172 -0.2 0.4 -0.6 -0.06
H -2.201 0.865 -2.087 -0.6 -0.4 -1.1 -0.09
H -1.540 3.124 -1.456 0.2 0.0 -0.1 -0.08
```
Positions in Å, forces in eV/Å.

=====

no.,DFT total energy (a.u.)
1,-419.67263
2,-443.70414
3,-1291.18940
4,-709.32931
5,-1065.52274
6,-1065.69026
7,-1065.69311
8,-1065.47574
9,-1065.66725
10,-558.63699